Record 1
The ion C4H4ClO3S with charge -1. Source: the Open Molecules 2025 dataset; level of theory: ωB97M-V with the def2-TZVPD basis set.

Atoms and positions in Å:
C1 2.533 0.833 0.400
C2 -1.150 -0.006 -0.708
C3 -1.771 -0.328 0.689
C4 1.178 -0.025 -0.253
O1 2.180 1.662 1.230
O2 3.607 0.491 -0.128
O3 0.094 0.613 -0.519
S1 -0.835 -1.535 1.592
Cl1 1.384 -1.444 -1.156
H1 -0.983 -0.872 -1.336
H2 -1.745 0.675 -1.427
H3 -1.672 0.616 1.092
H4 -2.822 -0.681 0.524

Results
Orbital gap (alpha / beta)   6.55 / 6.55 eV
Multiplicity   1
ΔE to the lowest compared entry with this formula, charge and spin   117.68 kJ/mol
HOMO (alpha / beta)   -3.81 / -3.81 eV
Charge   -1

***

Record 2
A structure of composition C4H4ClO4. Source: the Open Molecules 2025 dataset; level of theory: ωB97M-V with the def2-TZVPD basis set.

Atoms and positions in Å:
C1 -0.071 -0.060 0.392
C2 2.213 -1.229 -0.642
C3 -0.706 0.073 -0.994
C4 -0.822 0.497 1.371
O1 1.683 -2.080 -1.236
O2 1.047 -0.570 0.648
O3 3.179 -0.554 -0.572
O4 -1.921 1.238 1.211
Cl1 -0.108 0.392 3.069
H1 -0.116 -0.270 -1.778
H2 -1.626 -0.517 -0.954
H3 -1.137 1.114 -1.174
H4 -1.615 1.966 0.658

Results
Orbital gap   6.75 eV
Multiplicity   1
ΔE to the lowest compared entry with this formula, charge and spin   94.48 kJ/mol
HOMO   -3.24 eV
Charge   -1

***

Record 3
A cluster of 2 separate species, C4H4ClOPS in total. Source: the Open Molecules 2025 dataset; level of theory: ωB97M-V with the def2-TZVPD basis set.

Atoms and positions in Å:
C1 -0.928 0.087 -1.191
C2 0.493 -0.092 -0.897
C3 -1.439 1.120 -0.457
C4 0.934 0.882 -0.114
O1 3.808 0.427 1.527
P1 3.656 1.076 0.080
S1 -0.248 2.015 0.408
Cl1 3.766 -0.582 -0.948
H1 -1.343 -0.242 -2.090
H2 1.223 -0.669 -1.492
H3 -2.347 1.516 -0.629
H4 3.603 1.127 2.194

Results
Orbital gap   7.84 eV
Multiplicity   1
ΔE to the lowest compared entry with this formula, charge and spin   217.08 kJ/mol
HOMO   -8.40 eV

***

Record 4
A structure of composition C4H4CsO. Source: the Open Molecules 2025 dataset; level of theory: ωB97M-V with the def2-TZVPD basis set.

Atoms and positions in Å:
C1 2.647 1.718 2.014
C2 2.981 1.311 0.924
H1 3.237 1.037 -0.087
H2 2.428 2.031 3.024
C3 -1.653 -0.570 -2.020
C4 -2.639 -1.112 -1.262
O1 -2.483 -1.964 -0.292
Cs1 -0.213 -0.852 1.439
H3 -0.639 -0.871 -2.298
H4 -3.666 -0.726 -1.441

Results
<S²>   0.76
Orbital gap (alpha / beta)   5.84 / 5.40 eV
Multiplicity   2
HOMO (alpha / beta)   -6.46 / -6.03 eV

***

Record 5
The molecule C4H4F2. Source: the Open Molecules 2025 dataset; level of theory: ωB97M-V with the def2-TZVPD basis set.

Atoms and positions in Å:
C1 0.815 -0.538 0.851
C2 -0.430 0.223 0.571
C3 -0.634 0.268 -0.831
C4 -0.561 0.569 -2.012
H1 1.510 -0.110 0.091
H2 1.088 -0.359 1.829
H3 -0.309 1.208 0.885
H4 -0.554 0.887 -3.034
F1 0.635 -1.773 0.505
F2 -1.562 -0.376 1.146

Results
Orbital gap   11.32 eV
Multiplicity   1
ΔE to the lowest compared entry with this formula, charge and spin   159.05 kJ/mol
HOMO   -10.46 eV

***

Record 6
A cluster of 2 separate species, C4H4F2 in total. Source: the Open Molecules 2025 dataset; level of theory: ωB97M-V with the def2-TZVPD basis set.

Atoms and positions in Å:
C1 -1.188 0.741 -0.299
C2 -0.628 0.834 0.857
C3 -0.176 -0.322 0.133
C4 1.169 -0.425 -0.444
F1 -2.223 1.026 -1.085
F2 -0.460 1.567 1.984
H1 -0.667 -1.871 0.767
H2 1.607 -1.146 0.191
H3 1.518 0.560 -0.580
H4 1.048 -0.964 -1.524

Results
Orbital gap   9.83 eV
Multiplicity   1
ΔE to the lowest compared entry with this formula, charge and spin   482.20 kJ/mol
HOMO   -9.26 eV

***

| no. | M (g mol⁻¹) | calculated total energy (hartree) |
| --- | --- | --- |
| 1 | 167.6 | -1238.900982 |
| 2 | 151.5 | -916.011367 |
| 3 | 166.6 | -1429.712566 |
| 4 | 201.0 | -249.977754 |
| 5 | 90.1 | -354.440002 |
| 6 | 90.1 | -354.316921 |